Entry 1:
8
Properties=species:S:1:pos:R:3:forces:R:3:mulliken_charge:R:1 method="wB97M-V/def2-TZVPD" lumo_energy_ev=-0.8 charge=0 homo_ev=-9.8 smiles="O=PNI.O"
I 0.540914 -2.090813 -1.352524 0.0 0.3 0.0 0.1750
P -0.201581 1.131684 -0.949855 -0.2 -0.3 0.0 0.4728
O -1.471510 -0.231658 1.281473 -0.2 -1.3 -2.2 -0.6362
O 0.438780 2.265974 -0.270561 0.2 0.1 -0.1 -0.4754
N 0.834437 -0.183111 -0.718727 0.1 0.3 -0.3 -0.4704
H -0.771474 -0.101598 1.918676 0.5 -0.2 0.0 0.3303
H -1.149148 -0.844054 0.526097 -0.6 1.4 2.4 0.2980
H 1.779582 0.053577 -0.434578 0.0 -0.3 0.2 0.3059

Entry 2:
19
Properties=species:S:1:pos:R:3:forces:R:3:mulliken_charge:R:1 method="wB97M-V/def2-TZVPD" lumo_energy_ev=0.9 charge=0 homo_ev=-9.7 smiles="OCCCO.C=C"
O 1.155008 -2.184782 -2.023996 0.2 -0.2 -0.1 -0.5098
O -1.510578 -0.869514 0.525556 -0.1 0.1 0.0 -0.5462
C -0.146578 -0.924872 0.172103 0.4 -0.1 -0.1 -0.4260
C 0.220051 -0.202901 -1.129592 0.0 0.0 0.0 -0.3008
C -0.843370 2.066348 1.173447 -0.1 -0.1 0.5 -0.5409
C 1.473930 -0.839005 -1.709713 0.1 0.4 0.1 -0.5454
C -1.157817 1.570485 2.371147 0.1 0.3 -0.4 -0.5355
H -0.604104 -0.306187 -1.844169 0.1 -0.1 0.1 0.2575
H 0.084222 -1.980438 0.025888 0.0 0.1 0.1 0.3925
H -2.190874 1.476624 2.694054 0.1 0.0 0.0 0.3378
H 2.284112 -0.789552 -0.962556 -0.1 -0.1 -0.1 0.3198
H 1.970587 -2.688309 -2.101664 -0.1 0.0 -0.1 0.3032
H -0.393809 1.211160 3.054018 -0.1 0.1 0.0 0.2528
H 1.814786 -0.298281 -2.604797 -0.1 -0.1 0.1 0.3158
H -1.603091 2.370865 0.459524 0.1 0.1 0.1 0.2540
H 0.189103 2.141197 0.845978 -0.1 0.0 0.1 0.2820
H 0.497373 -0.550608 0.986611 -0.2 -0.1 -0.1 0.2603
H -1.633284 -0.075177 1.055985 -0.1 0.0 -0.1 0.2302
H 0.394333 0.872947 -0.987827 -0.1 -0.2 0.0 0.1989

Entry 3:
31
Properties=species:S:1:pos:R:3:forces:R:3:mulliken_spin:R:1 method="wB97M-V/def2-TZVPD" lumo_energy_ev="2.8 / 0.0" charge=-1 multiplicity=7 homo_ev="-1.7 / -3.4"
Au 0.374628 -0.366636 0.038809 -2.0 0.6 1.0 0.3549
Rh -1.210043 0.194467 -3.801914 -0.2 0.9 0.6 2.9383
Cl -2.155867 2.275519 -3.724978 -0.2 0.2 -0.2 0.3435
C -1.862267 0.178237 2.023417 0.4 0.1 -0.3 0.0039
C -2.859944 1.052782 2.782219 -0.5 -0.2 -0.2 0.0219
C -1.061797 0.959227 0.984515 -0.3 0.4 -0.8 0.2303
C -2.256962 -1.221932 -2.784649 -1.3 -0.9 0.5 0.2803
C 1.616454 1.011488 1.059845 1.5 0.3 0.4 0.6630
C 1.164319 -2.181900 -0.075345 0.6 -1.5 -2.1 0.8494
C -0.945147 -0.542441 3.019764 -0.3 -0.4 0.0 -0.0106
C 0.829772 0.232093 -3.810377 1.4 0.4 -0.4 0.3155
H -2.665890 -1.886581 -3.564131 -0.1 0.0 0.5 0.0282
H 1.113050 -0.089006 -4.825798 0.3 0.2 0.3 0.0251
H -1.567949 -1.178145 3.668105 0.2 0.1 0.0 0.0027
H -2.421726 -0.578552 1.459318 -0.1 -0.1 0.2 -0.0006
H 1.128541 1.277989 -3.575081 -0.1 -0.7 -0.3 0.0059
H -0.215634 -1.186754 2.497890 -0.3 0.3 0.3 -0.0070
H 2.606545 0.556377 0.920071 0.0 0.4 0.2 -0.0584
H -3.452033 0.440387 3.469049 -0.1 0.0 0.1 -0.0067
H -1.582772 -1.759543 -2.097242 -0.1 0.2 -0.2 0.0232
H 1.217447 -0.452080 -3.038897 -0.2 0.2 -0.2 -0.0023
H -0.523572 1.774307 1.472854 -0.2 0.2 0.0 0.0052
H -0.411664 0.170607 3.661821 0.0 -0.1 -0.2 0.0019
H 1.542483 2.029438 0.665548 0.1 -0.2 0.1 -0.0052
H 0.456996 -3.041403 -0.098126 0.6 0.2 0.2 0.0504
H -3.569533 1.535160 2.094767 0.2 0.0 0.1 -0.0016
H -3.039675 -0.683381 -2.202591 0.4 -0.5 -0.4 0.0084
H -1.715684 1.399406 0.216802 -0.2 0.0 0.3 -0.0246
H 2.011388 -2.384107 -0.775881 -0.2 -0.3 0.8 0.0259
H -2.372993 1.828487 3.371969 0.2 0.1 0.0 0.0055
H 1.279492 0.944281 2.101674 0.3 0.1 -0.3 -0.0667